# 1
Molecular formula: C37H31CoFN5O4S3
Method: DFT, ωB97M-V/def2-TZVPD

Last column: Mulliken spin population.
Positions of all 82 atoms, in Å:
Co -1.23 0.37 -0.48  0.972
C 1.85 -1.11 -3.02  -0.003
C 0.54 -0.84 -2.33  -0.001
N 0.33 0.27 -1.70  -0.017
N 1.33 1.23 -1.83  -0.006
C 1.42 2.02 -0.82  0.003
S 0.59 2.00 0.67  0.019
S 2.68 3.29 -0.96  -0.003
C 2.63 3.67 -2.73  0.001
C 3.29 2.71 -3.68  0.000
C 2.53 2.01 -4.61  0.000
C 3.13 1.15 -5.51  0.000
C 4.50 0.97 -5.50  0.000
C 5.27 1.67 -4.58  0.000
C 4.67 2.54 -3.68  0.000
C -0.51 -1.85 -2.40  0.004
C -0.19 -3.19 -2.64  0.001
C -1.17 -4.16 -2.79  0.001
C -2.51 -3.77 -2.71  0.000
C -2.86 -2.46 -2.48  -0.006
C -1.88 -1.46 -2.29  -0.005
O -2.23 -0.24 -2.04  -0.017
H 2.26 -0.18 -3.42  0.001
H 1.73 -1.84 -3.82  0.000
H 2.57 -1.49 -2.30  -0.001
H 3.14 4.64 -2.78  0.000
H 1.59 3.84 -3.02  0.000
H 1.45 2.12 -4.59  0.000
H 2.51 0.59 -6.21  0.000
H 4.97 0.29 -6.20  0.000
H 6.35 1.53 -4.56  0.000
H 5.27 3.07 -2.95  0.000
H 0.85 -3.48 -2.70  0.001
H -0.89 -5.19 -2.95  0.000
H -3.29 -4.52 -2.82  0.000
H -3.89 -2.16 -2.38  0.000
C -2.21 -1.48 6.64  0.000
C -1.95 -2.72 5.79  0.000
C -0.97 -3.70 6.42  0.000
C 0.40 -3.07 6.55  0.000
C 0.86 -2.52 5.23  0.001
C 2.19 -2.34 4.94  0.000
C 2.59 -1.83 3.71  0.000
F 3.92 -1.68 3.51  0.000
C 1.70 -1.50 2.74  0.001
C 0.34 -1.68 3.00  0.005
C -0.63 -1.34 1.94  0.015
O -0.22 -0.96 0.83  0.012
C -2.02 -1.48 2.29  -0.012
C -2.34 -1.98 3.50  -0.003
N -1.45 -2.33 4.46  -0.002
C -0.09 -2.17 4.24  -0.002
C -3.16 -1.07 1.36  0.007
O -4.21 -1.68 1.47  -0.001
O -2.93 -0.07 0.60  0.003
H -2.56 -1.76 7.63  0.000
H -2.97 -0.85 6.17  0.000
H -1.31 -0.88 6.75  0.000
H -2.90 -3.23 5.61  0.000
H -0.91 -4.59 5.79  0.000
H -1.36 -4.01 7.39  0.000
H 1.13 -3.80 6.92  0.000
H 0.37 -2.26 7.30  0.000
H 2.95 -2.61 5.67  0.000
H 2.00 -1.08 1.79  0.001
H -3.38 -2.13 3.75  0.000
N -3.03 2.60 1.47  0.004
C -2.51 3.15 0.35  0.007
N -2.26 2.47 -0.72  0.021
C -1.78 3.30 -1.72  -0.006
C -1.48 2.86 -3.01  -0.001
C -1.03 3.80 -3.92  0.000
C -0.86 5.14 -3.56  0.000
C -1.16 5.57 -2.28  0.000
C -1.63 4.64 -1.37  -0.003
S -2.16 4.86 0.28  0.004
H -3.10 1.58 1.42  -0.002
H -2.80 3.02 2.35  0.000
H -1.61 1.82 -3.25  0.006
H -0.80 3.49 -4.93  0.000
H -0.50 5.85 -4.30  0.000
H -1.02 6.61 -2.01  0.000

**Energy**: -4680.7005 a.u.
**2S+1**: 2
**Energy above the lowest of the compared OMol25 structures with the same formula, charge and spin**: 20.11 kcal/mol
**Orbital gap (alpha / beta)**: 0.23727 / 0.23580 Ha
**Lowest unoccupied orbital energy (alpha / beta)**: 2.08 / 2.08 eV
**Molecular weight**: 783.8 Da
**<S²>**: 1.125
**Charge**: -1


# 2
Molecular formula: CH4FN3
Method: DFT, ωB97M-V/def2-TZVPD

Last column: natural (NBO) charge in e.
Positions of all 9 atoms, in Å:
N 0.96 -1.03 0.09  -0.788
C -0.04 -0.14 0.06  0.506
N 0.16 1.15 0.16  -0.814
N -1.27 -0.71 0.12  -0.216
F -2.41 0.18 0.13  -0.297
H 0.51 -1.86 -0.11  0.399
H 1.81 -0.86 -0.38  0.386
H -0.72 1.67 0.29  0.422
H 0.99 1.60 -0.35  0.402

**Energy**: -304.5587 a.u.
**2S+1**: 1
**SMILES**: NC(N)=NF
**Energy above the lowest of the compared OMol25 structures with the same formula, charge and spin**: 3.96 kcal/mol
**Orbital gap**: 0.34479 Ha
**Lowest unoccupied orbital energy**: 0.66 eV
**Molecular weight**: 77.1 Da
**Charge**: 0


# 3
Molecular formula: C15H27CdN2OS3Si
Method: DFT, ωB97M-V/def2-TZVPD

Last column: natural (NBO) charge in e.
Positions of all 50 atoms, in Å:
Cd -0.04 -0.11 0.05  1.583
C 0.23 2.20 2.32  -0.557
C 1.58 1.45 2.47  -0.546
S 2.11 0.49 1.01  0.243
C 2.54 -1.12 1.82  -0.533
C 1.41 -1.86 2.57  -0.643
S -0.12 -2.10 1.49  0.259
C -1.40 -1.50 2.64  -0.550
C -1.30 -0.03 3.11  -0.536
S -1.20 1.21 1.77  0.219
H -0.02 2.67 3.27  0.212
H 0.33 3.00 1.59  0.242
H 2.35 2.21 2.65  0.219
H 1.58 0.81 3.35  0.229
H 2.92 -1.76 1.02  0.222
H 3.38 -0.94 2.50  0.200
H 1.78 -2.86 2.86  0.203
H 1.18 -1.35 3.51  0.177
H -2.34 -1.66 2.14  0.280
H -1.38 -2.15 3.52  0.190
H -2.20 0.21 3.68  0.214
H -0.47 0.09 3.80  0.200
C 3.06 2.65 0.06  -0.717
C 1.73 2.81 -0.74  0.246
C 1.48 4.01 -1.36  -0.362
C 0.28 4.16 -2.07  -0.162
C -0.62 3.14 -2.14  -0.313
C -0.35 1.87 -1.53  0.407
N 0.85 1.76 -0.79  -0.722
N -1.26 0.88 -1.55  -1.137
Si -1.57 0.19 -3.11  1.838
C -3.32 0.71 -3.63  -1.128
C -1.59 -1.67 -2.98  -1.134
C -0.35 0.71 -4.44  -1.138
H 3.91 2.87 -0.58  0.216
H 3.21 1.61 0.47  0.227
H 3.07 3.35 0.90  0.199
H 2.20 4.82 -1.30  0.199
H 0.05 5.11 -2.56  0.195
H -1.55 3.28 -2.67  0.210
H -4.04 0.38 -2.88  0.240
H -3.59 0.25 -4.59  0.208
H -3.39 1.79 -3.73  0.210
H -2.30 -1.99 -2.22  0.295
H -0.60 -2.05 -2.69  0.232
H -1.86 -2.12 -3.94  0.190
H -0.42 1.78 -4.65  0.225
H -0.56 0.18 -5.37  0.223
H 0.68 0.49 -4.14  0.229
O -1.59 -1.34 -0.07  -1.502

**Energy**: -2424.1374 a.u.
**2S+1**: 1
**Energy above the lowest of the compared OMol25 structures with the same formula, charge and spin**: 142.42 kcal/mol
**Orbital gap**: 0.16055 Ha
**Lowest unoccupied orbital energy**: 2.51 eV
**Molecular weight**: 488.1 Da
**Charge**: -1


# 4
Molecular formula: C29H32Cl4IrN5O4Si
Method: DFT, ωB97M-V/def2-TZVPD

Last column: Mulliken spin population.
Positions of all 76 atoms, in Å:
Ir 0.48 0.00 -0.15  -0.033
O -0.01 -0.41 2.08  0.006
C 0.66 0.44 2.99  0.000
C 1.54 1.48 2.33  0.003
C 2.28 2.37 3.11  0.002
C 3.08 3.30 2.48  0.000
C 3.12 3.32 1.09  0.003
C 2.38 2.41 0.39  -0.003
N 1.61 1.50 1.01  0.006
H -0.90 -0.03 1.84  0.003
H 1.29 -0.18 3.62  0.000
H -0.05 0.95 3.64  -0.001
H 2.21 2.31 4.19  0.000
H 3.66 4.00 3.06  0.000
H 3.73 4.05 0.56  0.000
H 2.34 2.39 -0.70  -0.001
Cl -3.78 5.98 -0.25  0.006
C -3.14 4.41 -0.02  0.006
C -3.96 3.41 0.61  0.180
Cl -5.56 3.80 1.07  0.036
C -3.47 2.14 0.83  -0.086
Cl -4.42 0.93 1.60  -0.006
C -2.17 1.78 0.42  0.222
O -1.67 0.61 0.61  0.153
C -1.33 2.78 -0.24  0.138
O -0.20 2.45 -0.61  0.288
C -1.87 4.11 -0.41  0.065
Cl -0.86 5.28 -1.15  0.012
N 5.39 0.73 -0.63  0.000
C 5.63 -0.47 -0.07  0.000
N 6.89 -0.84 0.16  0.000
N 4.67 -1.30 0.30  0.000
C 3.40 -1.10 0.22  0.000
N 2.24 -1.07 0.25  -0.002
H 6.14 1.30 -0.97  0.000
H 4.45 0.97 -0.87  0.000
H 7.67 -0.27 -0.12  0.000
H 7.07 -1.74 0.56  0.000
C 0.44 1.98 -5.74  0.000
Si 0.56 0.22 -5.15  0.000
C -0.97 -0.73 -5.67  0.000
C 2.06 -0.68 -5.83  0.000
C 0.72 0.22 -3.31  0.007
C 0.81 0.21 -2.10  -0.003
H 0.44 2.03 -6.84  0.000
H 1.27 2.59 -5.37  0.000
H -0.49 2.44 -5.39  0.000
H -0.99 -0.83 -6.76  0.000
H -1.88 -0.20 -5.37  0.000
H -0.99 -1.73 -5.24  0.000
H 2.04 -0.68 -6.92  0.000
H 2.07 -1.72 -5.49  0.000
H 2.99 -0.21 -5.50  0.000
C -7.13 -1.24 -0.39  -0.001
C -5.69 -1.64 -0.35  0.001
C -5.21 -2.49 0.65  0.001
C -3.87 -2.79 0.76  -0.002
C -3.43 -3.77 1.83  0.000
C -2.95 -2.19 -0.14  0.005
C -1.55 -2.32 0.14  -0.008
O -0.60 -1.85 -0.51  -0.001
C -3.44 -1.41 -1.23  0.008
C -2.55 -0.84 -2.30  -0.006
C -4.79 -1.14 -1.29  -0.003
H -7.74 -1.85 0.28  0.000
H -7.53 -1.33 -1.40  0.000
H -7.23 -0.20 -0.09  0.000
H -5.91 -2.94 1.35  0.000
H -4.29 -4.16 2.35  0.000
H -2.77 -3.30 2.56  0.000
H -2.90 -4.61 1.39  0.000
H -1.31 -2.90 1.04  0.000
H -1.85 -1.59 -2.66  0.000
H -1.95 -0.02 -1.92  0.004
H -3.15 -0.47 -3.12  0.000
H -5.17 -0.52 -2.10  -0.001

**Energy**: -3933.3748 a.u.
**2S+1**: 2
**Energy above the lowest of the compared OMol25 structures with the same formula, charge and spin**: 64.16 kcal/mol
**Orbital gap (alpha / beta)**: 0.24836 / 0.24804 Ha
**Lowest unoccupied orbital energy (alpha / beta)**: -3.31 / -3.97 eV
**Molecular weight**: 876.7 Da
**<S²>**: 0.775
**Charge**: +1


# 5
Molecular formula: C3H5N3S2
Method: DFT, ωB97M-V/def2-TZVPD

Last column: natural (NBO) charge in e.
Positions of all 13 atoms, in Å:
C 0.30 -2.85 0.03  -0.135
C 0.14 -0.32 -0.50  0.284
C -0.77 2.97 -0.40  -0.097
H 0.76 0.44 1.76  0.252
H 0.52 -3.19 1.12  0.235
H 0.30 -0.71 -1.44  0.211
H -1.09 3.84 -1.21  0.220
H -0.83 3.08 0.66  0.187
N 0.06 -1.46 0.28  -0.561
N 0.28 0.85 0.08  -0.390
N 0.13 1.95 -0.88  -0.254
S -0.52 -1.07 1.87  0.018
S 0.72 -3.52 -1.36  0.033

**Energy**: -1077.7006 a.u.
**2S+1**: 1
**Energy above the lowest of the compared OMol25 structures with the same formula, charge and spin**: 160.91 kcal/mol
**Orbital gap**: 0.29036 Ha
**Lowest unoccupied orbital energy**: -0.78 eV
**Molecular weight**: 147.2 Da
**Charge**: 0


# 6
Molecular formula: C2H7N3O2
Method: DFT, ωB97M-V/def2-TZVPD

Last column: natural (NBO) charge in e.
Positions of all 14 atoms, in Å:
N 0.02 -1.94 0.39  -0.839
C 0.14 -1.52 -0.91  0.768
N 0.81 -0.28 -1.11  -0.868
O -0.38 -2.13 -1.85  -0.631
H -0.56 -2.72 0.54  0.409
H 0.18 -1.32 1.19  0.397
H 1.52 -0.14 -0.42  0.373
H 1.25 -0.30 -2.02  0.405
N -0.98 1.56 0.21  -0.823
C -0.05 1.87 1.15  0.507
O -0.24 2.59 2.17  -0.622
H -1.92 1.88 0.37  0.403
H -0.75 0.93 -0.55  0.425
H 0.96 1.50 0.85  0.096

**Energy**: -395.1959 a.u.
**2S+1**: 1
**SMILES**: NC(N)=O.NC=O
**Energy above the lowest of the compared OMol25 structures with the same formula, charge and spin**: 5.72 kcal/mol
**Orbital gap**: 0.38536 Ha
**Lowest unoccupied orbital energy**: 0.46 eV
**Molecular weight**: 105.1 Da
**Charge**: 0


# 7
Molecular formula: C4H9NO
Method: DFT, ωB97M-V/def2-TZVPD

Last column: natural (NBO) charge in e.
Positions of all 15 atoms, in Å:
C -0.87 0.35 -1.37  -0.691
C 0.01 -0.70 -0.79  0.320
C 0.96 -1.37 -1.58  -0.131
C 0.60 -1.73 1.23  0.163
N -0.10 -0.89 0.56  -0.370
H -0.33 1.02 -2.03  0.272
H -1.77 -0.11 -1.77  0.283
H -1.16 0.98 -0.53  0.266
H 1.85 -1.80 -1.16  0.225
H 0.66 -1.50 -2.61  0.246
H 0.92 -2.66 0.77  0.183
H 0.71 -1.73 2.31  0.233
H -0.47 2.33 1.58  0.452
H -0.94 3.59 2.29  0.479
O -0.38 3.29 1.57  -0.930

**Energy**: -287.4109 a.u.
**2S+1**: 2
**Energy above the lowest of the compared OMol25 structures with the same formula, charge and spin**: 56.39 kcal/mol
**Orbital gap (alpha / beta)**: 0.29434 / 0.22429 Ha
**Lowest unoccupied orbital energy (alpha / beta)**: -6.32 / -8.23 eV
**Molecular weight**: 87.1 Da
**<S²>**: 0.768
**Charge**: +1


# 8
Molecular formula: C41H76B2F8N11O3
Method: DFT, ωB97M-V/def2-TZVPD

Last column: Löwdin charge in e.
Positions of all 141 atoms, in Å:
C -3.32 2.56 -2.84  -0.032
C -4.61 3.11 -3.46  -0.360
C -4.89 2.20 -4.76  -0.126
C -6.34 2.23 -5.32  -0.170
C -7.27 1.92 -4.17  -0.132
C -7.22 2.80 -2.92  -0.465
N -5.80 2.87 -2.48  0.149
O -5.56 3.40 -1.21  0.190
C -7.96 2.03 -1.82  0.005
C -7.79 4.22 -3.11  0.019
C -4.38 4.66 -3.82  0.027
H -3.22 1.47 -2.78  0.098
H -3.13 2.92 -1.83  0.096
H -2.48 2.91 -3.44  0.093
H -4.62 1.15 -4.65  0.116
H -4.23 2.55 -5.55  0.115
H -6.40 1.55 -6.17  0.122
H -6.41 3.19 -5.84  0.111
H -7.18 0.85 -3.96  0.136
H -8.27 1.98 -4.61  0.137
H -7.67 1.02 -1.55  0.111
H -9.01 2.07 -2.11  0.109
H -7.84 2.58 -0.89  0.094
H -8.82 4.20 -3.47  0.110
H -7.42 4.70 -4.02  0.080
H -7.79 4.86 -2.23  0.111
H -3.99 5.10 -2.90  0.094
H -5.24 5.15 -4.29  0.076
H -3.59 4.71 -4.57  0.087
C 0.44 -8.36 -4.25  -0.054
C 1.06 -6.85 -4.36  -0.073
N -0.04 -5.94 -3.77  -0.043
C 0.19 -4.68 -3.03  0.038
C -1.03 -4.34 -2.50  0.021
N -1.97 -5.30 -2.92  -0.120
C -1.36 -6.24 -3.71  -0.008
C -3.34 -5.36 -2.61  0.002
H -0.25 -8.54 -5.08  0.074
H -0.02 -8.60 -3.29  0.077
H 1.27 -9.05 -4.41  0.076
H 1.09 -6.55 -5.40  0.112
H 2.05 -6.70 -3.92  0.116
H 1.20 -4.33 -2.88  0.123
H -1.30 -3.56 -1.81  0.146
H -1.80 -7.16 -4.04  0.159
H -3.55 -6.40 -2.37  0.117
H -3.82 -4.92 -3.48  0.116
H -3.57 -4.69 -1.78  0.119
C 7.39 -4.17 1.79  -0.057
C 5.89 -3.72 1.92  -0.137
N 5.69 -2.80 3.02  -0.071
C 4.87 -1.71 2.96  0.031
C 4.67 -1.31 4.32  0.035
N 5.53 -2.03 5.12  -0.107
C 6.17 -2.92 4.31  0.029
C 5.60 -1.94 6.53  -0.003
H 8.02 -4.43 2.64  0.071
H 8.03 -3.39 1.36  0.078
H 7.57 -4.90 1.01  0.080
H 5.29 -4.58 2.23  0.121
H 5.45 -3.43 0.96  0.136
H 4.40 -1.18 2.14  0.145
H 4.09 -0.49 4.72  0.144
H 6.83 -3.73 4.58  0.160
H 6.43 -1.31 6.86  0.118
H 5.70 -2.96 6.90  0.107
H 4.68 -1.51 6.93  0.116
C 2.63 -1.59 -7.09  -0.065
C 1.81 -0.82 -6.08  -0.150
N 1.62 0.62 -6.45  -0.053
C 0.95 1.17 -7.54  -0.016
C 0.95 2.57 -7.51  0.027
N 1.64 2.88 -6.33  -0.110
C 2.15 1.70 -5.70  0.111
C 1.79 4.23 -5.87  -0.014
H 2.06 -1.69 -8.02  0.082
H 2.81 -2.59 -6.68  0.078
H 3.66 -1.32 -7.31  0.089
H 2.20 -0.81 -5.07  0.131
H 0.77 -1.14 -6.14  0.127
H 0.36 0.50 -8.15  0.133
H 0.46 3.30 -8.13  0.138
H 2.67 1.65 -4.76  0.163
H 0.83 4.73 -5.87  0.106
H 2.56 4.74 -6.45  0.110
H 2.19 4.25 -4.86  0.106
C 4.48 6.99 4.66  -0.059
C 3.01 6.60 4.46  -0.163
N 2.33 7.30 3.35  -0.045
C 1.70 8.48 3.43  0.014
C 1.13 8.69 2.15  0.007
N 1.61 7.74 1.27  -0.095
C 2.25 6.82 2.03  0.049
C 1.35 7.72 -0.15  0.008
H 4.77 8.04 4.66  0.084
H 4.99 6.61 3.78  0.070
H 4.84 6.44 5.53  0.090
H 2.49 6.87 5.38  0.130
H 2.82 5.53 4.51  0.140
H 1.65 9.03 4.35  0.149
H 0.50 9.48 1.79  0.134
H 2.61 5.85 1.72  0.169
H 2.11 8.25 -0.72  0.108
H 0.38 8.20 -0.31  0.102
H 1.18 6.71 -0.53  0.106
C -0.55 -5.32 4.00  -0.064
C 0.90 -5.38 4.42  -0.160
N 0.95 -4.81 5.76  -0.077
C 0.46 -3.60 6.11  -0.023
C 0.37 -3.49 7.49  0.082
N 1.09 -4.64 7.96  -0.056
C 1.42 -5.39 6.89  -0.019
C 1.54 -4.99 9.37  0.036
H -1.25 -5.71 4.73  0.098
H -0.72 -5.96 3.13  0.085
H -0.87 -4.30 3.79  0.087
H 1.56 -4.82 3.75  0.126
H 1.23 -6.41 4.51  0.127
H 0.08 -2.92 5.36  0.148
H -0.08 -2.84 8.22  0.147
H 2.01 -6.30 6.82  0.165
H 1.31 -4.27 10.14  0.102
H 2.61 -5.19 9.41  0.095
H 0.99 -5.88 9.69  0.099
C 0.53 0.93 1.11  -0.043
C 1.36 1.09 -0.19  -0.831
O 1.56 2.19 -0.69  -0.110
O 1.90 0.05 -0.67  -0.170
H 0.70 -0.01 1.64  0.047
H -0.55 0.83 0.96  0.059
H 0.54 1.81 1.76  0.060
B 0.15 2.32 7.41  -1.423
F 0.49 3.43 8.16  0.088
F 0.20 2.82 6.19  0.160
F 0.98 1.23 7.52  0.098
F -1.13 1.90 7.83  0.077
B -5.07 -0.99 1.19  -1.423
F -4.77 0.20 1.79  0.115
F -4.13 -1.85 1.72  0.079
F -6.30 -1.39 1.62  0.136
F -4.91 -0.96 -0.18  0.094

**Energy**: -3283.7209 a.u.
**2S+1**: 1
**Orbital gap**: 0.08887 Ha
**Lowest unoccupied orbital energy**: -8.70 eV
**Molecular weight**: 944.7 Da
**Charge**: +3


> Which of these has the lowest energy?

C37H31CoFN5O4S3


> Which value of molecular weight does entry 7 give?

87.1 Da


> Look up the molecular weight of the second one.

77.1 Da